Entry 1:
{
  "formula": "C8H21ClIO5OsP2",
  "method": "the ωB97M-V functional and the def2-TZVPD basis",
  "species": ["C", "I", "H", "H", "H", "Os", "P", "C", "C", "H", "H", "H", "H", "H", "H", "C", "H", "H", "H", "P", "C", "C", "H", "H", "H", "C", "H", "H", "H", "H", "H", "H", "C", "O", "O", "Cl", "O", "O", "O"],
  "positions_angstrom": [[0.164881, -0.041237, -3.579883], [-2.366855, -0.698291, -3.250889], [0.902178, -0.114227, -2.738908], [0.081372, 0.963380, -4.050960], [0.321178, -0.832869, -4.359884], [-0.846093, -0.320729, -1.362966], [0.550724, 2.149034, -0.284580], [-1.144488, 2.731533, -0.479626], [1.049573, 3.019968, 1.218660], [1.293946, 4.086410, 1.105478], [1.388932, 3.742361, -1.940651], [1.945727, 2.583823, 1.656109], [2.420486, 2.310815, -1.777188], [-1.705296, 2.366337, 0.385409], [0.226648, 3.003776, 1.955578], [1.390952, 2.658871, -1.779021], [-1.171957, 3.814949, -0.500516], [0.866067, 2.202154, -2.618726], [-1.551365, 2.293903, -1.404104], [-0.027370, -2.091795, -0.207445], [-1.407448, -3.246728, -0.106058], [1.152022, -2.662145, -1.441759], [1.633665, -1.760891, 1.530467], [1.355736, -3.463425, 1.108732], [0.216915, -2.557047, 2.151192], [0.875915, -2.499251, 1.290365], [2.127080, -2.201604, -1.257794], [1.227009, -3.740117, -1.302217], [-0.986790, -4.254115, -0.004994], [-2.034971, -3.147880, -0.996229], [0.828630, -2.406810, -2.449544], [-2.009688, -2.993138, 0.778566], [-2.178729, -0.186905, 0.038329], [-2.964259, -0.153154, 0.880079], [-1.246423, -0.950932, 3.094119], [-0.306653, 0.205852, 3.231182], [-1.082876, 1.468357, 3.176668], [0.360097, 0.092975, 4.535182], [0.648727, 0.624691, -0.207172]],
  "forces_ev_per_angstrom": [[1.161, 0.019, -0.037], [-1.825, -0.704, -0.649], [0.211, 0.120, -0.780], [-0.163, -0.720, 0.667], [-0.379, 0.483, 1.023], [1.773, 2.706, 0.011], [0.116, 4.736, 0.304], [0.195, -1.374, 0.051], [0.244, -0.244, 0.405], [-0.139, -0.254, -0.669], [-0.074, -0.118, 0.255], [0.062, -0.194, 0.100], [0.184, -0.016, -0.012], [-0.178, 0.259, -0.043], [0.303, -0.293, -0.351], [0.204, 0.065, 0.069], [-0.015, 0.213, -0.173], [0.077, 0.125, 0.031], [-0.290, 0.447, -0.025], [0.694, -3.712, 0.084], [-0.399, 0.454, -0.230], [0.072, 0.431, -0.290], [0.348, 0.035, -0.081], [-0.103, -0.005, -0.272], [-0.187, -0.160, -0.007], [-0.004, 1.415, 1.039], [-0.025, -0.072, 0.018], [0.090, -0.137, -0.223], [-0.183, 0.082, -0.047], [0.008, -0.426, 0.118], [0.093, -0.432, -0.105], [0.148, -0.184, -0.129], [-3.530, -0.173, 3.330], [2.610, 0.067, -2.971], [1.470, 1.020, -1.177], [-3.209, -0.079, 4.051], [1.228, -1.053, -1.132], [0.548, 0.124, -1.673], [-1.134, -2.451, -0.481]],
  "mulliken_charge": [-1.2629, 0.2113, 0.4396, 0.4110, 0.5037, 1.6494, 0.6089, -1.1516, -1.1982, 0.4410, 0.4392, 0.4217, 0.3874, 0.3306, 0.3756, -0.8024, 0.4959, 0.0676, 0.3407, 1.1421, -1.2654, -1.4741, 0.4268, 0.5230, 0.4321, -1.4439, 0.4573, 0.4910, 0.4598, 0.3958, 0.3442, 0.4063, 0.1680, -0.2044, -0.4549, 1.3087, -0.4462, -0.3873, -0.5872],
  "charge": 3,
  "homo_lumo_gap_ev": [6.91, 5.70],
  "spin_multiplicity": 5,
  "homo_energy_ha": [-0.7307, -0.7520],
  "mol_weight_g_mol": 611.8,
  "relative_energy_kcal_mol": 0.00
}

Entry 2:
{
  "formula": "C8H21FN5O4PS",
  "method": "the ωB97M-V functional and the def2-TZVPD basis",
  "species": ["N", "C", "C", "N", "P", "N", "S", "O", "O", "F", "H", "H", "H", "H", "H", "H", "H", "C", "O", "N", "C", "C", "H", "H", "H", "H", "H", "H", "H", "C", "O", "N", "C", "C", "H", "H", "H", "H", "H", "H", "H"],
  "positions_angstrom": [[-0.629905, 3.705522, 1.756741], [0.455313, 3.059186, 1.696827], [0.800088, 1.903152, 2.603811], [1.905864, 2.208082, 3.566051], [1.732091, 3.769415, 4.335374], [0.272447, 4.180134, 4.694261], [2.169575, 0.978856, 4.632434], [2.808300, -0.089054, 3.946963], [2.729154, 1.480528, 5.835188], [0.727371, 0.496195, 4.964070], [-1.210609, 3.371909, 2.524954], [1.163861, 3.370279, 0.936425], [-0.088688, 1.529824, 3.101209], [1.166436, 1.104984, 1.956619], [2.571107, 3.741545, 5.448740], [2.385091, 4.583049, 3.404005], [0.189345, 4.336113, 5.689854], [0.556532, -0.764205, -0.638085], [0.964274, 0.379551, -0.509504], [-0.624691, -1.216142, -0.193216], [-1.041652, -2.594420, -0.398421], [-1.507841, -0.300455, 0.506806], [1.143125, -1.539807, -1.156831], [-1.963748, -2.622168, -0.976652], [-1.210779, -3.075650, 0.568267], [-0.278063, -3.137234, -0.937643], [-1.761114, 0.546023, -0.132821], [-1.017077, 0.086980, 1.399523], [-2.415725, -0.823425, 0.794113], [-1.275162, -3.546043, -4.110936], [-0.773397, -3.845060, -3.042053], [-0.888351, -2.511773, -4.875383], [-1.525962, -2.209734, -6.142047], [0.204874, -1.670590, -4.414047], [-2.111370, -4.117481, -4.546729], [-0.796536, -2.259445, -6.952421], [-1.957705, -1.207595, -6.117319], [-2.318308, -2.928156, -6.339325], [1.107864, -2.267352, -4.281614], [-0.048028, -1.218863, -3.454844], [0.392000, -0.886676, -5.142346]],
  "forces_ev_per_angstrom": [[0.153, -0.110, -0.248], [-0.425, 0.445, 0.288], [0.582, -0.435, -0.941], [-0.631, 0.310, 1.033], [-0.793, 0.618, 0.630], [0.314, -0.079, -0.206], [1.573, -0.547, -0.700], [-0.590, 0.120, 0.088], [-0.284, 0.120, 0.062], [-0.240, 0.005, 0.118], [-0.026, 0.053, 0.132], [0.263, -0.245, -0.058], [-0.127, 0.314, 0.267], [0.083, -0.106, -0.012], [0.449, -0.165, -0.359], [-0.038, -0.271, -0.284], [-0.243, -0.066, 0.099], [0.158, 0.011, -0.132], [-0.079, 0.050, 0.162], [-0.092, -0.133, 0.016], [-0.094, 0.272, 0.450], [0.138, 0.058, -0.127], [0.002, -0.014, 0.018], [0.004, -0.105, -0.049], [-0.029, -0.029, -0.031], [0.037, -0.029, -0.094], [-0.021, 0.030, 0.046], [-0.056, 0.016, 0.041], [-0.002, -0.040, -0.005], [-0.051, -0.150, 0.031], [0.036, 0.008, -0.194], [-0.021, 0.095, -0.136], [0.152, 0.078, 0.122], [-0.052, -0.152, 0.095], [0.002, 0.002, -0.007], [-0.050, 0.007, -0.052], [-0.032, -0.007, -0.064], [-0.007, -0.025, 0.021], [0.025, 0.041, 0.013], [0.036, 0.052, 0.000], [-0.024, 0.004, -0.031]],
  "mulliken_charge": [-0.5652, -0.2781, -0.7919, 0.0017, 0.2642, -0.5968, 1.2010, -0.5674, -0.5911, -0.2320, 0.3043, 0.4703, 0.3314, 0.5402, 0.0946, 0.1182, 0.2454, -0.0469, -0.6093, 0.1496, -1.0405, -0.7434, 0.4752, 0.3390, 0.3740, 0.3664, 0.3318, 0.0399, 0.4084, 0.0743, -0.5570, 0.1287, -0.9325, -0.8610, 0.2934, 0.3320, 0.3409, 0.2959, 0.3098, 0.2077, 0.3747],
  "charge": 0,
  "homo_lumo_gap_ev": 9.92,
  "spin_multiplicity": 1,
  "homo_energy_ha": -0.3437,
  "mol_weight_g_mol": 333.3
}

Entry 3:
{
  "formula": "C8H21MgN2OPS",
  "method": "the ωB97M-V functional and the def2-TZVPD basis",
  "species": ["Mg", "H", "H", "P", "C", "H", "H", "H", "C", "H", "H", "H", "C", "H", "H", "H", "C", "O", "H", "H", "S", "C", "N", "C", "C", "C", "N", "H", "H", "H", "H", "H", "H", "H", "H"],
  "positions_angstrom": [[0.744154, -0.437278, -1.205986], [-2.418124, 1.573564, 2.104718], [-2.579951, 2.077235, 1.561269], [-0.734802, 1.421070, -2.765795], [0.019536, 3.037024, -3.355571], [-0.492196, 3.364037, -4.276975], [-0.082809, 3.807921, -2.578722], [1.090170, 2.879678, -3.545723], [-0.833964, 0.638523, -4.446211], [-1.407040, -0.290748, -4.337032], [-1.323551, 1.338087, -5.148919], [0.182508, 0.360253, -4.765506], [-2.439487, 2.065990, -2.577626], [-2.438998, 2.814731, -1.773323], [-2.805528, 2.524235, -3.508769], [-3.070245, 1.216173, -2.295943], [1.197313, 1.945697, -0.539559], [1.458853, 3.045422, -0.228000], [-1.113121, -0.340945, -1.633331], [1.783791, -0.211635, -2.633597], [2.450515, -0.877353, 0.508187], [1.677806, -1.567080, 1.888618], [1.559108, -2.913658, 2.059827], [1.106226, -3.573819, 3.303304], [0.155629, -2.684822, 4.103243], [0.652972, -1.256283, 4.126269], [1.121977, -0.793342, 2.818772], [2.014789, -3.526672, 1.390193], [1.973226, -3.845704, 3.915772], [0.631165, -4.526358, 3.023511], [0.122560, -3.045779, 5.129183], [-0.876565, -2.755507, 3.723310], [1.498904, -1.120652, 4.805576], [-0.089623, -0.540583, 4.489573], [1.264800, 0.198576, 2.665265]],
  "forces_ev_per_angstrom": [[-0.886, 0.651, -1.240], [-0.127, 0.386, -0.418], [0.136, -0.391, 0.412], [1.139, 1.864, -1.069], [-0.270, -0.074, -0.256], [0.332, 0.170, 0.264], [0.000, -0.149, -0.212], [-0.266, 0.053, -0.058], [-0.052, -0.252, 0.558], [0.008, 0.186, -0.227], [0.254, -0.440, 0.244], [-0.372, 0.257, 0.046], [-0.093, -0.304, 0.107], [-0.108, -0.205, -0.189], [0.078, -0.136, 0.285], [-0.134, 0.267, 0.005], [0.820, 4.160, 1.503], [-1.042, -4.338, -1.420], [0.295, -1.228, 0.972], [0.000, -0.142, 0.224], [0.116, -0.739, 0.896], [-0.333, -1.134, -0.147], [0.213, 0.338, 0.205], [0.031, -0.055, -0.257], [-0.312, -0.190, -0.235], [0.445, 0.835, 0.142], [0.022, 0.202, -0.187], [-0.104, 0.616, 0.035], [0.023, 0.185, -0.069], [0.019, 0.411, 0.048], [-0.018, -0.056, 0.050], [0.450, 0.166, -0.102], [0.019, -0.385, 0.187], [-0.172, -0.272, -0.211], [-0.109, -0.255, 0.111]],
  "mulliken_charge": [0.3525, -0.0161, 0.0166, 0.5678, -1.2672, 0.4133, 0.3512, 0.2889, -1.1219, 0.3213, 0.3912, 0.3011, -1.2207, 0.3141, 0.3492, 0.3302, 0.1532, -0.3028, -0.1839, -0.2748, -0.4006, 0.1126, -0.1327, -0.5931, -0.4441, -0.6543, -0.0792, 0.2547, 0.2856, 0.3534, 0.3218, 0.3037, 0.2982, 0.3719, 0.2388],
  "charge": 0,
  "homo_lumo_gap_ev": 6.00,
  "spin_multiplicity": 1,
  "homo_energy_ha": -0.2211,
  "mol_weight_g_mol": 248.6
}

Question: Among the records above, which one has the highest charge?
Answer: C8H21ClIO5OsP2

Question: Which formula does entry 3 have?
Answer: C8H21MgN2OPS

Question: What is the formula in the third record?
Answer: C8H21MgN2OPS